# C38H51BF2HfN8OSb3

A molecular structure, C38H51BF2HfN8OSb3 (ωB97M-V with the def2-TZVPD basis set, OMol25).

The geometry in XYZ format:
```
105
Properties=species:S:1:pos:R:3:lowdin_charge:R:1
Hf 0.23137 -0.64938 0.68092 1.15
C 5.05567 -2.47565 -1.96538 -0.04
N 3.68455 -2.17834 -1.51631 -0.09
C 3.23177 -1.08662 -0.92327 -0.10
N 1.89333 -1.14286 -0.83611 -0.12
C 1.61262 -2.35455 -1.42740 -0.23
N 2.66361 -3.01486 -1.80986 0.17
C 5.20809 -2.38414 -3.46945 -0.19
C 6.47618 -2.58172 -4.00749 -0.02
C 6.65631 -2.57328 -5.38257 -0.03
C 5.57479 -2.39317 -6.23188 0.02
C 4.31006 -2.19764 -5.69212 -0.12
C 4.13117 -2.17323 -4.31374 0.02
C 3.14311 -2.09693 -6.56720 -0.29
N 3.06814 -2.30403 -7.82966 0.15
N 1.72660 -2.16577 -8.17072 0.15
C 1.10384 -1.88705 -7.08543 -0.29
O 1.93272 -1.81766 -6.00587 0.11
C -0.32426 -1.64007 -6.88912 -0.12
C -1.22060 -1.94749 -7.90522 0.01
C -2.57041 -1.68872 -7.72479 -0.03
C -3.02118 -1.11144 -6.54792 -0.02
C -2.12101 -0.79219 -5.53599 -0.20
C -2.65953 -0.05954 -4.32853 -0.04
N -1.68656 0.04698 -3.22791 -0.08
C -1.61839 -0.63852 -2.10248 -0.08
N -0.54024 -0.23379 -1.40342 -0.11
C 0.00417 0.73202 -2.21513 -0.24
N -0.66675 0.92923 -3.30733 0.18
C -0.77344 -1.06829 -5.70258 0.02
H 5.28605 -3.47930 -1.60583 0.14
H 5.70279 -1.77090 -1.44152 0.14
H 3.87025 -0.27656 -0.60640 0.16
H 0.61577 -2.75091 -1.55149 0.12
H 7.32785 -2.75191 -3.35911 0.13
H 7.64329 -2.72674 -5.79618 0.12
H 5.69834 -2.41730 -7.30612 0.13
H 3.13021 -2.04188 -3.93337 0.10
H -0.85479 -2.38385 -8.82473 0.13
H -3.27324 -1.93117 -8.50964 0.12
H -4.07717 -0.89899 -6.42743 0.13
H -3.54578 -0.53783 -3.91126 0.14
H -2.92152 0.96778 -4.58256 0.15
H -2.32511 -1.40167 -1.82223 0.16
H 0.90572 1.27466 -1.98187 0.12
H -0.04553 -0.80546 -4.94774 0.10
C 0.73771 -3.64954 3.44583 -0.24
Sb 2.01417 -2.64673 2.08431 1.32
C 2.92008 -4.31368 1.14423 -0.26
C 3.60572 -1.86277 3.28940 -0.30
C 3.46201 -2.46936 4.64918 -0.33
C 4.13304 -3.64684 4.95595 -0.04
C 3.90898 -4.29769 6.16159 -0.04
C 2.99617 -3.77600 7.06328 -0.04
C 2.32315 -2.60062 6.76004 -0.03
C 2.54718 -1.93096 5.55914 -0.29
C 1.85779 -0.60775 5.37091 -0.25
Sb 0.87040 0.23730 3.62038 1.26
C -0.83096 0.97504 4.64427 -0.27
C 2.13456 1.94005 3.51935 -0.29
H 1.25306 -3.81333 4.38840 0.02
H 0.49290 -4.61175 2.99613 0.04
H -0.17531 -3.08051 3.60656 0.00
H 3.12118 -5.02775 1.94266 0.03
H 3.85683 -4.02883 0.67089 0.01
H 2.25635 -4.76101 0.40979 0.02
H 3.57547 -0.77308 3.30070 0.03
H 4.53426 -2.15563 2.79816 0.08
H 4.84969 -4.05678 4.25320 0.12
H 4.44825 -5.20577 6.39431 0.12
H 2.81156 -4.27275 8.00578 0.12
H 1.62384 -2.19097 7.47902 0.12
H 2.55414 0.21478 5.55670 0.08
H 1.06273 -0.52084 6.11202 0.06
H -0.49681 1.30913 5.62640 0.04
H -1.57022 0.18541 4.76365 0.03
H -1.27756 1.81581 4.12068 -0.02
H 1.78334 2.69940 4.21703 0.04
H 2.18230 2.36439 2.52151 -0.02
H 3.13618 1.63480 3.82101 0.02
C -3.50569 2.85206 2.52264 -0.15
C -2.83755 1.65060 1.86234 -0.41
Sb -0.96756 2.15090 0.94156 1.38
C -0.30591 3.82744 2.07414 -0.40
C 0.88287 4.59876 1.50884 -0.15
C -1.79982 2.98968 -0.83624 -0.39
C -0.95493 3.95776 -1.65460 -0.15
H -4.48843 2.56841 2.89969 0.09
H -3.65714 3.67597 1.82326 0.08
H -2.93500 3.23682 3.36868 0.07
H -3.44403 1.26274 1.04200 0.06
H -2.68703 0.83008 2.56158 0.03
H -0.12239 3.47300 3.08747 0.03
H -1.19095 4.46442 2.12045 0.07
H 1.76033 3.97529 1.33700 0.05
H 1.17395 5.38398 2.20655 0.10
H 0.64043 5.08285 0.56533 0.06
H -2.69726 3.49066 -0.46443 0.07
H -2.14862 2.13996 -1.42381 0.03
H -0.68418 4.84064 -1.07896 0.06
H -1.52841 4.30269 -2.51531 0.09
H -0.04035 3.51246 -2.04152 0.06
F -2.50762 -1.21597 0.57882 0.11
B -1.59092 -1.91825 1.27048 -0.61
F -1.00633 -2.80429 0.36982 0.03
```

Values from the calculation:
- 2S+1 = 1
- molecular weight (g mol⁻¹) = 1228.459
- Kohn-Sham gap (eV) = 4.58
- total charge = +3


# C11H14O3S

A molecular structure, C11H14O3S (ωB97M-V with the def2-TZVPD basis set, OMol25).

The geometry in XYZ format:
```
29
Properties=species:S:1:pos:R:3:nbo_charge:R:1
C 0.83984 -0.04988 -0.67262 -0.24
C 2.05277 -1.88641 0.20506 -0.06
C 2.08267 -0.61250 -0.18064 -0.21
C -0.30006 -0.57695 -0.24912 -0.08
C -1.85411 2.14687 -0.72621 -0.29
C 3.35799 0.28737 -0.22888 0.59
C 0.78755 -2.66673 0.32401 -0.46
C -2.65011 -0.88562 0.55691 -0.53
C -0.39667 -1.74205 0.67807 -0.30
C -1.85399 -2.15056 0.28201 0.07
C 2.97070 1.76278 -0.32391 -0.71
O 4.51588 -0.09712 -0.23735 -0.53
O -1.98309 3.24720 0.37510 -0.74
O -1.92100 -2.09152 -1.09817 -0.75
S -1.93489 -0.15674 -0.98196 0.91
H 0.98098 0.81199 -1.30672 0.23
H 3.01905 -2.50382 0.43089 0.23
H -0.85869 2.25981 -1.09746 0.14
H -2.66458 2.54549 -1.48503 0.19
H 0.59693 -3.07471 -0.77408 0.25
H 1.00616 -3.53400 0.97846 0.24
H -3.75151 -0.84206 0.65770 0.25
H -2.39535 -0.32280 1.48402 0.22
H -0.34222 -1.57425 1.76060 0.22
H -2.27202 -3.02017 0.72397 0.20
H 2.06154 1.92768 0.32664 0.22
H 2.71240 1.89735 -1.34001 0.23
H 3.69291 2.42523 0.00700 0.24
H -1.17281 3.33620 0.76734 0.45
```

Values from the calculation:
- 2S+1 = 1
- molecular weight (g mol⁻¹) = 226.297
- ΔE to the lowest compared entry with this formula, charge and spin (kcal/mol) = 99.74
- Kohn-Sham gap (eV) = 8.16
- total charge = 0


# C6H12O

A single C6H12O molecule (ωB97M-V with the def2-TZVPD basis set, OMol25).

The geometry in XYZ format:
```
19
Properties=species:S:1:pos:R:3:nbo_charge:R:1
C -0.71630 2.10481 0.52269 -0.61
C -0.61004 0.58660 0.61886 -0.40
C 0.40951 -0.03380 -0.34801 -0.21
C 1.84451 0.41023 -0.05227 -0.61
C 0.26647 -1.56850 -0.33111 -0.57
C -0.89460 -1.99128 -1.18787 0.26
O -1.78393 -2.56061 -0.39734 -0.66
H -0.90329 2.40884 -0.51333 0.20
H 0.20375 2.59926 0.85052 0.20
H -1.53820 2.48807 1.13704 0.21
H -1.59265 0.14367 0.41240 0.20
H -0.35643 0.29251 1.64841 0.20
H 1.94099 1.49481 -0.15061 0.21
H 2.16160 0.15662 0.96645 0.20
H 2.56333 -0.04505 -0.74334 0.21
H 0.22027 -1.94041 0.70300 0.20
H 1.14667 -2.01170 -0.80926 0.24
H 0.16074 0.30590 -1.36728 0.21
H -2.52241 -2.83996 -0.95895 0.50
```

Values from the calculation:
- 2S+1 = 1
- molecular weight (g mol⁻¹) = 100.161
- ΔE to the lowest compared entry with this formula, charge and spin (kcal/mol) = 59.03
- Kohn-Sham gap (eV) = 9.47
- total charge = 0


# C33H44N5O10P2S3Tl

A molecular structure, C33H44N5O10P2S3Tl (ωB97M-V with the def2-TZVPD basis set, OMol25).

The geometry in XYZ format:
```
98
Properties=species:S:1:pos:R:3:lowdin_charge:R:1
Tl 0.48776 -0.50168 0.44774 0.92
N -3.94476 1.10801 -2.27423 0.14
C -2.67903 0.48102 -2.83119 -0.48
C -2.92315 0.00616 -4.25521 -0.09
P -2.31273 -0.87860 -1.63140 0.29
O -3.45735 -1.97041 -2.06004 -0.16
O -2.75034 -0.28134 -0.32810 -0.34
O -0.97861 -1.50253 -1.85819 -0.36
P -1.45227 1.91220 -2.73669 0.34
O -0.95673 2.05627 -4.26685 -0.14
O -2.35609 3.07014 -2.43007 -0.31
O -0.29049 1.55361 -1.87715 -0.37
H -4.78324 0.79455 -2.75394 0.15
H -3.75438 2.14616 -2.35172 0.10
H -3.96638 0.84833 -1.27517 0.12
H -3.73584 -0.72290 -4.28310 0.07
H -2.02213 -0.47994 -4.62693 0.08
H -3.14453 0.83868 -4.92420 0.08
H -3.02097 -2.77175 -2.37124 0.07
H -0.07787 1.67170 -4.37508 0.03
O 0.93629 1.96424 2.22120 -0.60
S 0.00712 3.05859 1.80689 0.94
C 0.69253 3.81227 0.30513 -0.30
C 2.21785 3.90790 0.32623 -0.21
C 2.93029 2.65062 -0.18478 -0.23
C 2.68559 2.43020 -1.67190 -0.33
S 3.50397 0.92160 -2.24142 0.99
O 2.78107 -0.22567 -1.61501 -0.59
C 2.91815 0.99829 -3.93700 -0.37
C 1.84208 0.20050 -4.29841 -0.08
C 1.41636 0.20758 -5.62104 -0.08
C 2.05291 1.01089 -6.55858 -0.08
C 3.12706 1.80523 -6.18159 -0.07
C 3.57158 1.79186 -4.86739 -0.08
C 0.33404 4.41425 2.93767 -0.39
C 1.28254 4.23091 3.92817 -0.08
C 1.51877 5.25610 4.83642 -0.07
C 0.80442 6.44112 4.75142 -0.09
C -0.15699 6.60799 3.76056 -0.08
C -0.40075 5.59023 2.85330 -0.09
H 0.21172 4.78927 0.22876 0.09
H 0.31211 3.18585 -0.50395 0.05
H 2.56062 4.12596 1.34082 0.11
H 2.51489 4.76267 -0.28875 0.12
H 2.58612 1.78521 0.38217 0.08
H 4.00368 2.74857 0.00157 0.12
H 3.09487 3.24543 -2.27644 0.10
H 1.62638 2.29027 -1.89988 0.06
H 1.34254 -0.39026 -3.53946 0.10
H 0.57482 -0.40535 -5.91730 0.11
H 1.71039 1.01702 -7.58486 0.11
H 3.62550 2.42802 -6.91264 0.11
H 4.42590 2.39031 -4.57198 0.11
H 1.81747 3.29013 3.97003 0.11
H 2.26171 5.12516 5.61253 0.11
H 0.98915 7.23641 5.46175 0.10
H -0.72130 7.52948 3.70119 0.10
H -1.16020 5.70792 2.08848 0.11
N 1.48077 -2.67859 -1.00205 -0.02
N 2.58023 -3.48937 -0.74627 -0.08
C 3.41144 -3.23993 0.29623 -0.91
N 4.49952 -4.07057 0.30932 0.06
S 3.20709 -2.07136 1.45122 0.62
H 0.65469 -3.22465 -1.21033 0.07
H 1.68616 -2.00327 -1.73046 0.04
H 2.96659 -4.01286 -1.51959 0.14
H 4.41825 -4.98496 -0.10625 0.09
H 5.05968 -4.00934 1.14190 0.08
C -1.59178 -4.64048 4.49623 -0.06
O -2.31060 -3.58070 3.89079 -0.08
C -1.83154 -2.32628 4.08012 -0.24
C -0.97623 -1.95263 5.10563 -0.01
C -0.57031 -0.62894 5.22374 -0.07
C -1.01039 0.33008 4.32840 -0.08
C -1.85957 -0.04289 3.29656 -0.03
C -2.25725 -1.36120 3.16671 -0.18
N -3.14192 -1.70403 2.11412 0.13
C -3.13651 -2.67002 1.20969 -0.03
C -2.22356 -3.66660 0.88257 -0.14
C -2.69190 -4.67672 -0.01419 -0.06
C -1.90155 -5.70384 -0.41577 -0.10
C -0.56096 -5.76690 0.07126 -0.08
C -0.05109 -4.81332 0.89016 -0.03
C -0.83350 -3.66225 1.29918 -0.39
O -0.31875 -2.71831 1.92794 -0.11
H -2.00673 -5.55869 4.08836 0.10
H -1.71598 -4.64115 5.58225 0.09
H -0.53014 -4.57255 4.24600 0.10
H -0.61574 -2.68905 5.80894 0.11
H 0.10507 -0.35446 6.02357 0.11
H -0.66869 1.35244 4.40482 0.09
H -2.18182 0.67557 2.54995 0.11
H -3.81795 -0.98316 1.91285 0.15
H -4.03179 -2.64703 0.59730 0.13
H -3.71862 -4.61200 -0.35987 0.11
H -2.27580 -6.46989 -1.08078 0.09
H 0.06577 -6.59919 -0.23131 0.10
H 0.97329 -4.84534 1.24189 0.11
```

Values from the calculation:
- 2S+1 = 1
- molecular weight (g mol⁻¹) = 1033.272
- ΔE to the lowest compared entry with this formula, charge and spin (kcal/mol) = 11.06
- Kohn-Sham gap (eV) = 7.56
- total charge = 0


# C5H13FN

A gas-phase ion, C5H13FN (charge +1) (ωB97M-V with the def2-TZVPD basis set, OMol25).

The geometry in XYZ format:
```
20
Properties=species:S:1:pos:R:3:nbo_charge:R:1
C -0.08740 1.34000 1.41940 -0.62
C -1.17345 0.24842 1.36603 -0.42
C -1.00866 -0.81980 0.27952 -0.40
C -0.74651 -0.28023 -1.14178 -0.44
C 0.71645 -0.06416 -1.58308 -0.25
N 1.66537 -0.66156 -0.60024 -0.09
F 2.95660 -0.48530 -1.00459 -0.15
H -0.51860 2.33803 1.37953 0.25
H 0.61684 1.30216 0.58094 0.14
H 0.49627 1.28564 2.33790 0.23
H -1.20113 -0.26527 2.32718 0.23
H -2.15314 0.71050 1.24550 0.23
H -0.25536 -1.54672 0.61017 0.17
H -1.92398 -1.40814 0.22907 0.25
H -1.21383 -0.94043 -1.86849 0.25
H -1.24420 0.68578 -1.23334 0.25
H 0.94784 -0.54280 -2.53181 0.25
H 0.99494 0.98573 -1.64132 0.25
H 1.53824 -1.67262 -0.49156 0.43
H 1.59371 -0.20923 0.32097 0.44
```

Values from the calculation:
- 2S+1 = 1
- molecular weight (g mol⁻¹) = 106.164
- ΔE to the lowest compared entry with this formula, charge and spin (kcal/mol) = 57.41
- Kohn-Sham gap (eV) = 12.09
- total charge = +1
- SMILES string = CCCCC[NH2+]F